# 1
A molecular structure, C30H39N10O2SSr at a distorted geometry, computed with ωB97M-V/def2-TZVPD.

The geometry in XYZ format:
```
83
Properties=species:S:1:pos:R:3:lowdin_charge:R:1
Sr 0.5794 -0.3230 0.3012 1.5797
C 0.1860 -1.4729 -4.0276 -0.0302
N 0.8702 -0.3512 -3.3930 -0.1536
C 2.0512 -0.7453 -2.6377 -0.0547
C 0.1223 0.7225 -2.9747 -0.3951
N 0.1289 1.0907 -1.7143 -0.0102
C 0.0450 2.4752 -1.4085 -0.2354
C 0.8504 3.3154 -2.1528 -0.0321
C 0.8600 4.7024 -1.9684 -0.0631
C 0.0666 5.2566 -1.0095 -0.0364
C -0.7297 4.4400 -0.1751 -0.1524
C -1.4690 5.0576 0.8588 -0.0369
C -2.1998 4.3081 1.7299 -0.0651
C -2.2582 2.9195 1.5656 -0.0403
C -1.5947 2.2636 0.5463 -0.2379
N -1.7169 0.8523 0.5013 0.0202
C -2.8841 0.2884 0.7038 -0.3816
N -4.0937 0.8099 0.3636 -0.1286
C -4.2624 1.8859 -0.5911 -0.0240
C -5.3405 0.3576 0.9613 -0.0421
N -2.9531 -0.9536 1.3054 -0.1628
C -3.5145 -2.0705 0.5619 -0.0324
C -1.9114 -1.3461 2.2403 -0.0583
C -0.7636 3.0186 -0.3526 -0.0433
N -0.6022 1.3234 -3.9587 -0.1391
C -0.1813 1.3416 -5.3489 -0.0416
C -1.7756 2.1216 -3.6763 -0.0246
H 0.8913 -2.0288 -4.6448 0.0987
H -0.6271 -1.1214 -4.6575 0.0823
H -0.2226 -2.1488 -3.2671 0.0831
H 2.8299 -1.0357 -3.3445 0.1010
H 1.8539 -1.5929 -1.9759 0.0497
H 2.4157 0.0928 -2.0458 0.0902
H 1.5028 2.8743 -2.8967 0.1215
H 1.5016 5.3196 -2.5836 0.1107
H 0.0519 6.3270 -0.8506 0.1151
H -1.4166 6.1340 0.9597 0.1151
H -2.7288 4.7711 2.5526 0.1107
H -2.8308 2.3287 2.2706 0.1222
H -3.3599 2.0148 -1.1739 0.0628
H -4.4856 2.8320 -0.0920 0.1024
H -5.0872 1.6365 -1.2618 0.1009
H -5.1429 -0.2291 1.8521 0.0945
H -5.9270 -0.2421 0.2600 0.0905
H -5.9358 1.2304 1.2367 0.0969
H -4.3264 -1.7404 -0.0824 0.0824
H -3.9048 -2.8137 1.2581 0.1015
H -2.7471 -2.5474 -0.0587 0.0743
H -1.4325 -0.4653 2.6614 0.0881
H -1.1425 -1.9822 1.7844 0.0552
H -2.3692 -1.9110 3.0540 0.1054
H 0.7833 0.8563 -5.4570 0.0931
H -0.0961 2.3794 -5.6823 0.0974
H -0.9122 0.8383 -5.9869 0.0920
H -2.1512 1.8620 -2.6935 0.0651
H -2.5412 1.8935 -4.4208 0.0999
H -1.5643 3.1939 -3.7045 0.1032
N 7.0530 -2.4189 5.1551 0.1248
C 5.9786 -2.0873 4.3833 -0.3051
C 4.8836 -1.4100 4.9445 -0.0145
C 3.7791 -1.1078 4.1807 -0.0471
C 3.7567 -1.4796 2.8425 -0.3079
C 4.8247 -2.1487 2.2641 -0.0525
C 5.9295 -2.4518 3.0288 -0.0158
S 2.3869 -1.0123 1.8765 0.5394
O 2.5435 0.3593 1.3876 -0.4232
O 1.1368 -1.1412 2.6212 -0.3830
N 2.2239 -1.8347 0.5199 -0.2967
C 1.4109 -2.9128 0.5502 -0.5493
N 1.5949 -3.8910 1.4535 0.1594
C 0.8019 -4.9417 1.3860 -0.0969
C -0.1998 -5.0677 0.4265 -0.0353
C -0.3538 -3.9972 -0.4249 -0.1431
N 0.4145 -2.9058 -0.3678 0.0474
H 7.1349 -2.0417 6.0809 0.1019
H 7.8934 -2.7578 4.7246 0.1024
H 4.9161 -1.1214 5.9876 0.1168
H 2.9351 -0.5854 4.6121 0.1233
H 4.7770 -2.4294 1.2195 0.1173
H 6.7681 -2.9723 2.5838 0.1161
H 0.9752 -5.7163 2.1259 0.1200
H -0.8300 -5.9419 0.3693 0.1070
H -1.1227 -3.9986 -1.1908 0.1102
```

E_tot	-62406.7206	eV
frontier orbital gap	7.7	eV
energy relative to the best compared isomer or geometry (same formula, charge and spin)	0.208	eV
net charge	+1

=====

# 2
A molecular structure, C30H40BF5N6SeTc at a distorted geometry, computed with ωB97M-V/def2-TZVPD.

The geometry in XYZ format:
```
84
Properties=species:S:1:pos:R:3:mulliken_spin:R:1
Tc -0.4324 -0.2632 -0.6179 1.7560
C 2.6499 -0.5532 3.8157 -0.0034
C 1.8658 -1.1066 2.6749 0.0519
C 1.6705 -2.4391 2.3175 0.0344
C 0.8238 -2.4371 1.2214 0.0097
N 0.5744 -1.1443 0.8893 -0.0527
N 1.1930 -0.3460 1.8080 0.0594
B 0.7120 1.1168 1.9285 -0.1829
N -0.8448 1.0563 1.9713 0.1431
N -1.5302 0.4371 0.9643 -0.1036
C -2.8425 0.4785 1.2609 0.0621
C -2.9962 1.1571 2.4649 0.0176
C -1.7173 1.4991 2.8879 0.0435
C -1.3089 2.2203 4.1282 -0.0061
C -3.9040 -0.1370 0.3888 -0.0608
C -4.8219 0.9717 -0.1486 0.0034
C -4.7226 -1.1334 1.2220 0.0046
C -3.2625 -0.8775 -0.7825 0.1326
N 1.0841 1.8838 0.6436 0.0451
N 0.4166 1.5568 -0.4959 -0.0160
C 0.5626 2.5745 -1.3751 -0.0355
C 1.4144 3.5109 -0.8105 0.0260
C 1.7089 3.0558 0.4721 0.0478
C 2.5472 3.6981 1.5241 -0.0022
C -0.2555 2.6946 -2.6379 0.0365
C -1.5043 1.8108 -2.5093 0.0490
C 0.5778 2.3593 -3.8810 0.0156
C -0.7496 4.1463 -2.7634 0.0027
C 0.0631 -3.6098 0.6504 0.0116
C 0.8567 -4.8999 0.8381 0.0010
C -1.2672 -3.6942 1.4318 -0.0054
C -0.2480 -3.4260 -0.8285 0.0840
H 3.1213 -1.3658 4.3631 -0.0007
H 2.0116 0.0029 4.5043 0.0025
H 3.4296 0.1262 3.4664 0.0030
H 2.0800 -3.2987 2.8253 0.0013
H 1.1492 1.6450 2.9025 -0.0007
H -3.9185 1.3676 2.9844 0.0006
H -2.1951 2.5001 4.6925 -0.0004
H -0.7478 3.1271 3.8954 0.0026
H -0.6812 1.5929 4.7640 0.0027
H -5.3702 1.4509 0.6638 -0.0001
H -5.5510 0.5517 -0.8461 -0.0004
H -4.2491 1.7434 -0.6710 0.0011
H -5.2158 -0.6351 2.0577 -0.0004
H -4.0898 -1.9283 1.6271 -0.0007
H -5.4958 -1.5913 0.6005 -0.0006
H -2.8227 -0.1843 -1.5096 -0.0151
H -4.0070 -1.4630 -1.3232 0.0073
H -2.5167 -1.6069 -0.4220 -0.0495
H 1.7331 4.4475 -1.2425 0.0005
H 2.8897 4.6705 1.1798 -0.0006
H 3.4228 3.0847 1.7447 0.0030
H 1.9952 3.8322 2.4548 0.0018
H -1.2647 0.7328 -2.4236 -0.0014
H -2.1276 1.8841 -3.4026 -0.0073
H -2.1034 2.1154 -1.6478 0.0005
H 0.9915 1.3520 -3.8454 0.0179
H 1.4116 3.0553 -3.9770 0.0035
H -0.0383 2.4407 -4.7794 -0.0026
H -1.2193 4.4875 -1.8393 0.0012
H -1.4844 4.2173 -3.5692 -0.0008
H 0.0703 4.8225 -3.0065 -0.0004
H 1.0211 -5.1086 1.8957 0.0002
H 1.8266 -4.8529 0.3371 -0.0004
H 0.2974 -5.7399 0.4232 -0.0003
H -1.0862 -3.9838 2.4668 0.0008
H -1.9261 -4.4397 0.9785 0.0001
H -1.7824 -2.7294 1.4380 0.0046
H 0.6584 -3.3265 -1.4242 0.0029
H -0.8943 -2.5405 -0.9948 -0.0500
H -0.8263 -4.2671 -1.2139 0.0011
F 6.6337 -1.6521 -2.7264 0.0196
C 5.3390 -1.5183 -2.7269 0.1283
C 4.5908 -2.0773 -3.7582 -0.0168
F 5.1946 -2.7398 -4.7206 -0.0035
C 3.2254 -1.9249 -3.7529 0.0490
F 2.5243 -2.4532 -4.7338 0.0113
C 2.5749 -1.2207 -2.7166 0.0424
Se 0.7365 -1.0118 -2.8172 0.6536
C 3.3672 -0.6708 -1.6904 0.0254
F 2.8114 0.0190 -0.7141 0.0123
C 4.7279 -0.8128 -1.6912 -0.0149
F 5.4656 -0.2864 -0.7320 -0.0026
```

<S²>	3.78
E_tot	-122495.8149	eV
frontier orbital gap (alpha / beta)	8.1 / 5.8	eV
energy relative to the best compared isomer or geometry (same formula, charge and spin)	0.000	eV
net charge	+2
spin multiplicity	4

=====

# 3
26 unconnected molecules or ions with the total composition C30H40BrCl75N3S at a distorted geometry, computed with ωB97M-V/def2-TZVPD.

The geometry in XYZ format:
```
150
Properties=species:S:1:pos:R:3:lowdin_charge:R:1
C 11.4028 -1.3710 -0.2057 -0.1950
C 9.8768 -1.1473 -0.2031 -0.7386
Br 9.3604 -0.9030 1.6669 0.7309
C 9.1663 -2.3487 -0.9343 -0.3643
S 8.0089 -3.3094 0.1220 1.0816
C 6.2936 -3.1932 -0.5291 -0.2876
C 5.6818 -1.7841 -0.4630 -0.7278
N 6.1870 -0.9816 0.6504 0.0709
N 5.8828 -1.1348 -1.7392 0.1155
N 4.2330 -1.9672 -0.3357 0.0594
H 11.7813 -1.6666 -1.1781 0.0532
H 11.6920 -2.0437 0.5923 0.0284
H 11.8435 -0.4108 0.0613 0.0721
H 9.6886 -0.2740 -0.8168 0.0948
H 9.9749 -3.0368 -1.1813 0.0891
H 8.7199 -2.0566 -1.8779 0.0872
H 8.3444 -4.6077 -0.1608 0.0368
H 6.2905 -3.5396 -1.5584 0.0920
H 5.6697 -3.8494 0.0742 0.0998
H 5.7943 -1.2815 1.5283 0.0779
H 5.8617 -0.0442 0.4928 0.0842
H 5.6331 -0.1622 -1.6639 0.0869
H 6.8196 -1.2519 -2.0734 0.0567
H 3.8113 -1.0505 -0.3679 -0.0076
H 4.0015 -2.4325 0.5274 0.0348
C 0.2897 -0.8274 -0.3791 -1.4887
Cl -1.1880 0.1288 -0.4846 0.4991
Cl 0.2933 -2.1021 -1.5993 0.5137
Cl 1.7192 0.2106 -0.5588 0.5155
H 0.3256 -1.2854 0.5989 -0.0935
C -3.1686 3.7777 -0.4015 -1.4951
Cl -4.5888 4.7242 -0.8575 0.5459
Cl -2.4810 4.3533 1.1154 0.4762
Cl -3.5772 2.0679 -0.2560 0.4667
H -2.4236 3.8890 -1.1789 0.0238
C 1.1850 -2.6888 3.6036 -1.5020
Cl 1.1885 -4.4376 3.3756 0.5482
Cl 2.6963 -1.9763 3.0116 0.5260
Cl -0.1989 -1.9555 2.7946 0.5747
H 1.1066 -2.4825 4.6629 0.0218
C -4.4278 -2.5486 4.3596 -1.5110
Cl -3.2739 -1.6456 5.3554 0.5475
Cl -3.5953 -3.7760 3.3980 0.5081
Cl -5.6750 -3.2851 5.3641 0.5200
H -4.9074 -1.8561 3.6795 -0.0774
C -6.9010 7.9865 -0.5551 -1.5224
Cl -5.8743 9.3647 -0.9433 0.5075
Cl -7.6882 8.2222 1.0080 0.5389
Cl -8.1126 7.6856 -1.8120 0.5214
H -6.2692 7.1108 -0.4871 -0.0292
C -6.4870 -2.0331 0.4699 -1.5086
Cl -5.3341 -1.1122 1.4451 0.5636
Cl -5.6639 -3.2702 -0.4841 0.5186
Cl -7.7173 -2.7605 1.5063 0.5420
H -6.9751 -1.3509 -0.2132 0.0125
C 3.4398 -0.5536 -4.9106 -1.5510
Cl 4.5054 0.7698 -5.4032 0.5281
Cl 2.6937 -0.2183 -3.3450 0.4735
Cl 2.1904 -0.8517 -6.1172 0.5244
H 4.0370 -1.4512 -4.8139 -0.0209
C 1.1186 5.7677 1.7954 -1.5333
Cl 0.8317 4.1758 1.0817 0.4929
Cl -0.3307 6.3641 2.6140 0.5147
Cl 2.4828 5.7071 2.9158 0.5233
H 1.3644 6.4569 0.9991 0.0142
C 0.7629 -4.1031 -8.5332 -1.5305
Cl -0.7645 -4.9888 -8.5387 0.5300
Cl 0.4732 -2.3619 -8.5998 0.5118
Cl 1.7190 -4.5230 -7.1069 0.5007
H 1.3234 -4.3873 -9.4132 0.0132
C 3.5146 -5.2573 -2.6185 -1.5263
Cl 3.3741 -3.5256 -2.9303 0.5334
Cl 1.9238 -5.9547 -2.3219 0.5242
Cl 4.3179 -6.0725 -3.9670 0.5349
H 4.1182 -5.3974 -1.7312 -0.0030
C -4.5281 -1.0959 8.5064 -1.5587
Cl -6.0593 -1.9605 8.3603 0.5161
Cl -4.8053 0.6431 8.6593 0.4999
Cl -3.5958 -1.7030 9.8781 0.5315
H -3.9554 -1.2688 7.6046 -0.0978
C -3.0257 9.5573 -3.8702 -1.5480
Cl -3.3840 10.7552 -2.6261 0.5005
Cl -1.3432 9.6836 -4.3932 0.5277
Cl -3.3842 7.9292 -3.2851 0.5056
H -3.6628 9.7543 -4.7226 -0.0113
C -10.4650 4.9347 -1.2108 -1.5640
Cl -9.0776 4.0403 -1.8375 0.5062
Cl -11.6988 5.1247 -2.4580 0.5360
Cl -11.1342 4.1270 0.2116 0.5330
H -10.1273 5.9188 -0.9143 -0.0354
C -13.2539 3.6813 3.5801 -1.5412
Cl -14.7402 4.5163 3.1175 0.5225
Cl -12.5806 4.3825 5.0529 0.4955
Cl -13.5487 1.9515 3.7850 0.5262
H -12.5332 3.8096 2.7849 -0.0330
C 15.0111 -1.9331 0.0897 -1.5355
Cl 14.4578 -2.5742 -1.4759 0.5089
Cl 14.2421 -2.7941 1.4282 0.5509
Cl 16.7617 -2.0339 0.2460 0.5236
H 14.7247 -0.8898 0.1481 -0.0550
C -1.6397 -4.5903 -4.3566 -1.5014
Cl -2.3296 -3.2048 -5.2059 0.4973
Cl 0.0195 -4.2586 -3.8439 0.4486
Cl -2.6522 -5.0059 -2.9705 0.5072
H -1.6216 -5.4324 -5.0368 0.0139
C -7.4390 11.7148 -4.8341 -1.5353
Cl -7.8417 12.9656 -3.6561 0.5337
Cl -5.7895 11.9306 -5.4320 0.5231
Cl -7.6566 10.1068 -4.1344 0.4992
H -8.1131 11.8115 -5.6741 0.0113
C -6.1569 -7.4007 4.5012 -1.5483
Cl -6.7070 -6.0099 3.5640 0.5040
Cl -4.5249 -7.1258 5.1217 0.5094
Cl -7.2729 -7.7439 5.8243 0.5389
H -6.1295 -8.2618 3.8490 -0.0341
C -6.2081 -6.7977 -3.9049 -1.5381
Cl -7.0516 -5.7989 -2.7164 0.5154
Cl -7.3617 -7.5953 -4.9774 0.5333
Cl -5.0716 -5.8131 -4.8321 0.4989
H -5.6496 -7.5596 -3.3780 0.0139
C 18.2176 -0.7127 -3.6570 -1.5350
Cl 17.9893 0.1492 -5.1813 0.5319
Cl 16.6628 -1.2275 -2.9879 0.4661
Cl 19.2858 -2.1001 -3.8773 0.5366
H 18.6830 -0.0360 -2.9523 0.0107
C -2.5534 2.3449 4.8404 -1.5102
Cl -1.2204 1.3895 4.1749 0.4989
Cl -3.7400 2.7010 3.5848 0.5154
Cl -3.3133 1.5030 6.1959 0.4906
H -2.1500 3.2808 5.2032 0.0162
C -13.1645 8.3214 6.6806 -1.5419
Cl -14.0354 9.8535 6.5528 0.5220
Cl -13.8788 7.0989 5.6263 0.4886
Cl -11.4531 8.5448 6.3008 0.5166
H -13.2410 7.9737 7.7016 0.0120
C -4.3913 0.3291 -3.9198 -1.5091
Cl -4.6752 -1.2907 -4.5580 0.5092
Cl -5.8407 0.9488 -3.1196 0.5228
Cl -3.0197 0.3137 -2.8058 0.4667
H -4.1521 0.9861 -4.7451 0.0167
C -3.3581 -10.6979 5.2650 -1.5550
Cl -2.0263 -11.7720 4.8281 0.5269
Cl -4.4272 -10.4389 3.8828 0.5345
Cl -4.2601 -11.3449 6.6360 0.5344
H -2.9435 -9.7412 5.5529 -0.0107
C 15.7759 2.2421 1.1283 -1.5229
Cl 15.6556 3.9633 0.7657 0.5472
Cl 14.1916 1.5818 1.5621 0.5282
Cl 16.4577 1.3573 -0.2399 0.5289
H 16.4365 2.1181 1.9757 0.0187
```

E_tot	-1056279.0486	eV
frontier orbital gap	8.2	eV
net charge	+1